1.
34
Properties=species:S:1:pos:R:3 method="wB97M-V/def2-TZVPD" molar_mass_g_mol=214.308 smiles=CCc1ccc(O)cc1.Cc1ccccc1 orbital_gap_ha=0.340 total_charge=0 e_lumo_ev=0.75 relative_energy_kj_mol=173.9
C -1.0808 0.3794 -4.4534
C -0.3908 1.7129 -3.9915
C 0.1976 1.6626 -2.6145
C -0.3186 2.3642 -1.5280
C 0.3236 2.4789 -0.3406
C 1.7195 2.1273 -0.3050
O 2.2215 2.4807 0.9327
C 2.3314 1.4857 -1.3535
C 1.5284 1.3176 -2.5262
H -2.1328 0.4811 -4.2773
H -0.5735 -0.4175 -3.9329
H -0.9917 0.1321 -5.5871
H 0.3142 1.9081 -4.7990
H -1.0776 2.5565 -4.2571
H -1.3296 2.7099 -1.6793
H -0.0466 3.0182 0.5254
H 3.1866 2.5577 0.8656
H 3.2996 1.0074 -1.5066
H 1.9483 0.7782 -3.3507
C -1.1678 0.0469 3.3636
C -0.7304 -1.4236 3.0873
C -1.6884 -2.3844 3.4526
C -1.3731 -3.6708 3.0542
C -0.1088 -3.9947 2.5334
C 0.8440 -3.0346 2.2781
C 0.5424 -1.6905 2.5552
H -2.0003 -0.0596 4.0018
H -1.3650 0.5965 2.4415
H -0.4307 0.6913 3.8961
H -2.5530 -1.9870 3.9474
H -2.0518 -4.5087 3.1056
H 0.1090 -5.0950 2.4400
H 1.7148 -3.3837 1.6959
H 1.1304 -0.8428 2.3264

2.
98
Properties=species:S:1:pos:R:3 method="wB97M-V/def2-TZVPD" molar_mass_g_mol=918.429 multiplicity=2 orbital_gap_ha="0.194 / 0.138" total_charge=+3 e_lumo_ev="-9.70 / -11.23" relative_energy_kj_mol=178.6
Sn -0.2675 -0.1978 0.2923
C -4.6854 -0.1680 0.4868
C -3.4590 -0.6761 0.1145
N -2.4473 0.1152 0.6210
N -3.0338 1.1922 1.2528
C -4.3659 0.9897 1.2846
B -2.0967 2.2113 1.9664
N -1.3304 2.7944 0.7222
C -0.7942 4.0573 0.6070
C 0.3001 4.0398 -0.2646
C 0.3816 2.6956 -0.7185
N -0.5288 1.9742 -0.0573
N -1.0942 1.5041 2.9223
C -1.2127 1.1224 4.2001
C -0.0841 0.3652 4.5286
C 0.6139 0.1110 3.3382
N 0.0137 0.8853 2.3290
N -2.8404 3.2833 2.7603
C -2.8274 3.8570 4.0194
C -3.9521 4.7002 4.1414
C -4.5672 4.7036 2.8504
N -3.9060 3.8517 2.0261
H -5.6232 -0.5648 0.1232
H -3.1776 -1.6867 -0.2404
H -5.1014 1.6849 1.6974
H -1.2828 4.8651 1.0720
H 0.9544 4.8374 -0.5754
H 1.1069 2.2332 -1.3994
H -2.0572 1.3798 4.8081
H 0.1119 -0.0677 5.4985
H 1.5512 -0.4351 3.1473
H -2.0145 3.6931 4.7212
H -4.3808 5.2689 4.9853
H -5.4141 5.2958 2.5094
C 4.6259 -4.3970 -2.1341
C 4.3802 -3.6190 -1.0144
C 3.0798 -3.2831 -0.6980
C 2.0092 -3.8043 -1.3803
C 2.2654 -4.6626 -2.4837
C 3.5589 -4.9353 -2.8850
P 0.2937 -3.2853 -0.9686
C -0.8487 -4.6905 -1.3259
C -0.7071 -5.9010 -0.6284
C -1.7099 -6.8630 -0.6090
C -2.8132 -6.6540 -1.3940
C -2.9986 -5.5369 -2.1378
C -1.9932 -4.5598 -2.1371
C -0.0611 -2.0698 -2.2853
C -0.0821 -2.3845 -3.6566
C -0.8387 -1.5179 -4.5149
C -1.3447 -0.3315 -4.0303
C -1.0404 0.0614 -2.7320
C -0.3573 -0.7798 -1.8155
H 5.6111 -4.6736 -2.3943
H 5.1933 -3.1483 -0.4127
H 2.9141 -2.5841 0.1663
H 1.4674 -5.2175 -2.9964
H 3.7656 -5.6970 -3.6608
H 0.2744 -6.1656 -0.1554
H -1.5356 -7.7924 -0.0015
H -3.5367 -7.4603 -1.4280
H -3.8735 -5.3959 -2.7779
H -2.1950 -3.6475 -2.6832
H 0.4603 -3.2062 -4.0431
H -1.0669 -1.8518 -5.5114
H -1.7919 0.3951 -4.6680
H -1.3772 1.0344 -2.3335
N 9.6890 1.1554 4.7173
C 8.7194 0.9507 4.0853
C 7.5853 0.5997 3.3086
C 7.8347 0.2723 1.9958
C 6.7438 0.1004 1.1197
C 5.4621 0.4243 1.6104
C 5.1824 0.6566 3.0025
C 6.2948 0.7022 3.8851
N 4.3585 0.4535 0.7123
C 4.3283 0.1282 -0.6197
C 3.0419 -0.0281 -1.0187
N 2.2616 0.1876 0.1296
C 3.1091 0.4962 1.0808
H 8.8667 0.1180 1.6536
H 6.8620 0.0167 -0.0077
H 4.1425 0.7608 3.3947
H 6.1746 0.6173 4.9610
H 5.2837 0.1806 -1.1018
H 2.5991 -0.1281 -1.9795
H 2.7734 0.7979 2.0748
C -5.3734 5.4085 -1.7575
N -4.2677 4.4818 -1.9052
C -4.1476 3.5507 -2.9467
N -5.2747 2.9540 -3.3366
S -2.6750 3.0874 -3.5785
H -6.0671 4.9736 -1.0234
H -5.8467 5.4817 -2.7144
H -5.0672 6.4463 -1.5453
H -3.5001 4.5948 -1.2801
H -6.0819 2.8830 -2.7775
H -5.2281 2.3846 -4.1779

3.
115
Properties=species:S:1:pos:R:3 method="wB97M-V/def2-TZVPD" molar_mass_g_mol=1101.875 orbital_gap_ha=0.118 total_charge=0 e_lumo_ev=-2.39
O 5.3291 -4.7347 -1.5572
B 5.0521 -4.1150 -0.2895
O 5.3244 -2.7154 -0.1697
O 4.5649 -4.9613 0.7871
N 3.3448 -4.5831 1.2312
C 2.2290 -5.2449 0.8457
N 2.2149 -6.3557 -0.0750
C 0.8323 -6.7448 -0.1804
N 0.1045 -5.8633 0.6905
O -1.2115 -5.8454 0.9601
N 0.8931 -4.9408 1.2979
H 4.5796 -5.3173 -1.8236
H 6.1575 -2.5230 -0.6633
H 3.1798 -3.7916 1.8781
H 0.3644 -7.5659 -0.8051
H -1.4053 -6.4447 1.7272
H 0.6606 -4.2033 1.9780
O -3.0799 -1.0488 2.8230
P -3.7273 -0.9189 1.4303
N -4.2362 -2.5306 1.3718
C -3.6104 -3.6808 0.7842
C -5.4074 -2.8805 2.1689
N -2.2393 -0.5188 0.6675
C -1.4850 -1.3017 -0.2908
C -1.2805 0.2300 1.4927
N -4.5232 -0.6910 -0.1305
C -4.6764 -1.5860 -1.2558
C -4.7161 0.7160 -0.4898
H -4.3403 -4.2579 0.2042
H -3.1824 -4.3382 1.5509
H -2.8145 -3.4408 0.0868
H -6.3227 -2.6308 1.6213
H -5.4155 -2.3293 3.1121
H -5.4395 -3.9437 2.4225
H -1.2708 -2.3150 0.0629
H -0.5094 -0.8526 -0.5015
H -1.9679 -1.3233 -1.2677
H -0.6904 -0.4449 2.1203
H -1.7887 0.9543 2.1334
H -0.5967 0.8147 0.8672
H -3.7833 -2.1570 -1.4984
H -4.9448 -1.0464 -2.1684
H -5.4889 -2.2975 -1.0749
H -3.8379 1.1180 -1.0067
H -4.8841 1.3190 0.4064
H -5.5958 0.8552 -1.1250
C 1.3445 6.2244 2.6155
C -0.1153 6.5511 2.8646
O -0.8880 6.3674 1.6769
C -1.2151 5.0928 1.3942
O -0.9268 4.1239 2.0546
O -1.8982 5.0884 0.2440
C -2.2357 3.7834 -0.2204
H 1.7244 6.7906 1.7618
H 1.9487 6.4576 3.4954
H 1.4754 5.1662 2.3785
H -0.2109 7.6042 3.1413
H -0.5253 5.9626 3.6904
H -2.7500 3.2072 0.5555
H -1.3200 3.2567 -0.5618
H -2.9120 3.8945 -1.0713
C -6.3996 1.7480 -4.0227
C -7.3790 0.8159 -3.6950
C -8.6954 1.0185 -4.0964
C -9.0307 2.1494 -4.8343
C -8.0505 3.0796 -5.1650
C -6.7359 2.8815 -4.7558
H -5.3735 1.5914 -3.7065
H -7.1162 -0.0696 -3.1252
H -9.4600 0.2950 -3.8351
H -10.0561 2.3052 -5.1514
H -8.3119 3.9604 -5.7417
H -5.9732 3.6095 -5.0091
Br 2.0833 -0.2444 1.2657
C 2.8370 0.1153 3.0279
C 2.4390 1.4831 3.5229
Br 3.4728 2.8774 2.6414
H 3.9153 -0.0177 2.9470
H 2.4271 -0.6620 3.6763
H 2.6674 1.5868 4.5849
H 1.3865 1.7142 3.3576
C -0.4596 1.0366 -4.9858
C 0.4119 0.4830 -6.1360
C 0.7305 -1.0140 -6.0870
F 1.4060 -1.3728 -4.9812
F 1.5167 -1.3626 -7.1398
F 1.5429 1.2200 -6.2219
F -0.2741 0.7132 -7.2971
O 0.2088 1.6737 -3.8904
C 0.7166 0.8510 -2.8581
C 2.2465 0.8852 -2.7710
F 2.8286 0.5138 -3.9369
F 2.6803 0.0181 -1.8210
F 0.2147 -0.4030 -2.9943
F 0.2038 1.3290 -1.7115
H -1.0540 1.8418 -5.4258
H -1.1968 0.3077 -4.6390
H -0.1831 -1.6121 -6.1427
H 2.6034 1.8841 -2.5200
O 7.7684 2.3364 5.1054
S 7.6276 1.3170 4.0999
O 6.4602 0.4781 4.0267
O 8.9428 0.3751 4.1208
C 9.3332 -0.2199 5.3577
C 8.4759 -1.4261 5.6927
C 7.8995 2.0433 2.5095
H 9.3125 0.5168 6.1656
H 10.3711 -0.5395 5.2395
H 7.4485 -1.1285 5.9128
H 8.8714 -1.9487 6.5666
H 8.4381 -2.1202 4.8496
H 8.8142 2.6334 2.5431
H 7.0466 2.6838 2.2841
H 7.9753 1.2491 1.7678
Cl 0.5704 3.4263 -0.9354

4.
61
Properties=species:S:1:pos:R:3 method="wB97M-V/def2-TZVPD" molar_mass_g_mol=400.523 smiles="CCN(CC)CCC[C@H](C)NC(=C1C(=O)N(C)C(=O)N(C)C1=O)c1ccccc1" orbital_gap_ha=0.317 total_charge=0 e_lumo_ev=0.62 relative_energy_kj_mol=102.1
C -4.8984 -0.8935 2.7735
C -4.7882 -0.1426 1.4453
N -3.5118 -0.3955 0.8050
C -3.5662 -1.1187 -0.4454
C -3.9679 -2.5766 -0.2246
C -2.5263 0.6478 0.9359
C -2.7956 1.9890 0.2123
C -2.4981 2.0361 -1.2895
C -1.0125 2.2087 -1.6332
C -0.8373 2.5842 -3.1066
N -0.3047 0.9771 -1.3858
C 0.7484 0.7850 -0.6134
C 1.2593 -0.5024 -0.4037
C 2.4521 -0.6761 0.3982
O 3.1163 0.2219 0.8802
N 2.8497 -1.9964 0.6077
C 4.0435 -2.1828 1.4149
C 2.2191 -3.1167 0.1256
O 2.6123 -4.2380 0.3614
N 1.1026 -2.8877 -0.6563
C 0.4033 -4.0387 -1.2006
C 0.5972 -1.6462 -0.9764
O -0.3907 -1.5878 -1.7143
C 1.3509 1.9681 0.0435
C 2.2337 2.7806 -0.6570
C 2.7614 3.9083 -0.0554
C 2.4013 4.2388 1.2395
C 1.5136 3.4358 1.9355
C 0.9861 2.3044 1.3419
H -4.1039 -0.5806 3.4460
H -4.8065 -1.9633 2.6124
H -5.8566 -0.6880 3.2451
H -4.9222 0.9285 1.6400
H -5.6023 -0.4550 0.7837
H -4.2697 -0.6621 -1.1654
H -2.5680 -1.1113 -0.8863
H -3.3049 -3.0320 0.5061
H -3.8895 -3.1239 -1.1608
H -4.9897 -2.6558 0.1372
H -2.4479 0.8679 2.0062
H -1.5679 0.2369 0.6156
H -2.2056 2.7651 0.7066
H -3.8476 2.2443 0.3570
H -3.0304 2.8907 -1.7131
H -2.8737 1.1379 -1.7788
H -0.5781 2.9933 -1.0042
H -1.3313 3.5282 -3.3178
H 0.2184 2.6856 -3.3456
H -1.2658 1.8142 -3.7439
H -0.6783 0.1206 -1.8165
H 3.8895 -1.7409 2.3990
H 4.8861 -1.6823 0.9383
H 4.2312 -3.2497 1.5003
H 0.4395 -4.0095 -2.2897
H 0.8925 -4.9350 -0.8292
H -0.6395 -4.0112 -0.8850
H 2.5193 2.5146 -1.6643
H 3.4566 4.5298 -0.6001
H 2.8161 5.1187 1.7082
H 1.2327 3.6893 2.9470
H 0.2987 1.6715 1.8833